No. 1
The following is a quantum chemistry calculation of a structure of composition C10H12ClNO4Ti at a distorted geometry, from the OMol25 dataset.

Its charge is +2. The value obtained for the relative energy (zero: lowest compared OMol25 entry of this formula, charge and spin) is 81.8 kcal per mole.

Each line ends with the Mulliken charge.
Geometry (Å):
Cl -1.51930 3.30329 -2.21642  -0.3163
C -0.51454 -1.44713 -1.36235  -0.5865
C 0.89397 -1.62507 -1.19647  -0.2963
C 1.54048 -0.56401 -1.91354  -0.9026
H 1.38855 -2.51828 -0.79710  0.5502
C 0.57103 0.24779 -2.56448  1.0159
C -0.69556 -0.26961 -2.16642  -0.4663
H -1.61284 0.09738 -2.61259  0.6530
H -1.28191 -2.19612 -1.13402  0.5703
H 2.59830 -0.48783 -2.13720  0.6778
C 0.82641 1.29569 -3.59986  -1.1515
Ti 0.27182 0.40957 -0.24719  -0.0147
C 2.20827 1.44228 0.18363  0.4600
O 2.87497 1.96477 0.93301  -0.0174
C -1.45190 2.15442 -0.37878  0.4900
O -2.04777 2.62933 0.48185  -0.2099
H 1.78757 1.79073 -3.44280  0.3645
H 0.02717 2.04762 -3.56513  0.1878
H 0.83518 0.84652 -4.60409  0.3284
N -1.49908 -1.56318 3.54091  -0.3479
C -0.12610 -0.85314 3.73124  -0.5881
C -0.04130 -0.04985 2.45618  0.9696
O 0.17623 1.17177 2.33827  -0.5573
O -0.38166 -0.79790 1.45099  -0.5721
H -2.21331 -0.81122 3.47600  0.3687
H -1.72338 -2.18934 4.31383  0.3611
H -1.51429 -2.08051 2.62641  0.3338
H -0.04546 -0.33845 4.69936  0.3740
H 0.66846 -1.60953 3.70675  0.3217

***

No. 2
The following is a quantum chemistry calculation of a structure of composition C10H12CrN2O5 at a distorted geometry, from the OMol25 dataset.

Its expectation value of S² is 6.028. Its multiplicity is 5. Its charge is +2. The value obtained for the relative energy (zero: lowest compared OMol25 entry of this formula, charge and spin) is 27.4 kcal per mole.

Each line ends with the Löwdin spin population.
Geometry (Å):
Cr -0.04537 -1.01452 -2.89701  3.2589
O -0.36238 2.85553 -1.28789  0.0012
C -0.41778 1.99411 -1.96496  0.0142
C 1.69323 -1.21130 -2.81816  0.0889
O 2.84537 -1.25566 -2.87279  0.1287
C -1.58275 -1.84518 -2.72466  0.0820
O -2.65433 -2.32113 -2.65124  0.1297
C -0.16503 -0.20960 -4.59054  0.0695
O -0.16054 0.08583 -5.69663  0.1027
C -2.39750 0.09800 0.30438  0.0002
N -1.15983 0.14118 1.01925  0.0028
C -1.03890 1.10262 2.03942  0.0005
C 0.14620 0.75079 2.97877  0.0002
C 1.35231 0.55879 2.20746  0.0016
N 1.11176 -0.41401 1.12700  0.0131
C 2.29137 -1.05268 0.52671  0.0001
C -0.04742 -0.38787 0.41770  0.0055
O -0.08281 -0.86833 -0.79502  0.0986
H -2.40701 0.74139 -0.61464  0.0001
H -3.18514 0.47553 0.99047  0.0000
H -2.67290 -0.93046 -0.00265  0.0000
H -0.87969 2.13919 1.62622  0.0002
H -2.01442 1.12325 2.60359  0.0001
H -0.14302 -0.13601 3.54517  0.0000
H 0.26637 1.57763 3.68824  0.0000
H 2.15937 0.11891 2.80061  0.0005
H 1.72490 1.48928 1.76595  0.0005
H 2.82545 -0.37188 -0.14279  0.0003
H 2.97008 -1.28360 1.38585  0.0000
H 2.03043 -1.94979 0.03218  -0.0001

***

No. 3
The following is a quantum chemistry calculation of a structure of composition C10H12F6IN3O5RuS2 at a distorted geometry, from the OMol25 dataset.

Its expectation value of S² is 6.023. Its multiplicity is 5. Its charge is +2. The value obtained for the relative energy (zero: lowest compared OMol25 entry of this formula, charge and spin) is 0.0 kcal per mole.

Each line ends with the Löwdin spin population.
Geometry (Å):
Ru -0.40930 0.66620 0.49290  2.4547
F 5.12050 0.61250 1.00460  0.0001
C 4.19000 1.04800 0.19510  0.0003
F 4.55420 0.92740 -1.06020  0.0003
F 3.92190 2.31650 0.45680  0.0008
S 2.56180 0.12770 0.49830  0.0083
O 1.55070 1.11220 0.01890  0.0810
O 2.44770 -1.12480 -0.14280  0.0030
N 2.47070 0.11820 2.07940  0.0037
S 1.13820 -0.41720 2.70770  0.0048
O 0.42420 0.56570 3.46040  0.0058
O 0.28520 -0.97230 1.62610  0.0326
C 1.53840 -1.88000 3.84280  -0.0009
F 1.52550 -2.97580 3.11490  0.0002
F 0.61750 -1.93980 4.78070  -0.0002
F 2.72370 -1.69930 4.37130  -0.0006
N -1.96770 4.15810 -1.62150  0.0061
C -1.23740 3.45530 -0.77900  0.0037
O -1.23160 2.20740 -0.84490  0.0147
C -0.44310 4.25190 0.23370  0.0091
I 0.00370 3.04370 2.00150  0.1903
H -2.49370 3.68620 -2.34860  0.0001
H -1.99600 5.16720 -1.62400  0.0002
H -0.97360 5.14380 0.57050  0.0024
H 0.52170 4.55400 -0.18610  0.0009
C -1.83930 -1.13820 -1.62720  0.0728
C -2.65190 -0.89230 -0.43580  0.3076
C -3.93280 -1.40900 -0.11190  0.1304
C -4.25390 -0.92120 1.14320  0.1383
C -3.16500 -0.11630 1.57640  0.3040
C -3.01680 0.60320 2.83750  0.0579
N -2.21810 -0.09680 0.59070  0.0796
H -2.38440 -0.85300 -2.53140  0.0184
H -1.64100 -2.21040 -1.73900  0.0182
H -0.87540 -0.60800 -1.58530  0.0085
H -4.52610 -2.05970 -0.72860  0.0021
H -5.15390 -1.10490 1.69900  0.0027
H -3.67680 1.47620 2.84270  0.0232
H -1.98880 0.92990 3.00490  0.0029
H -3.34840 -0.00930 3.67710  0.0118

***

No. 4
The following is a quantum chemistry calculation of an isolated molecule of C10H12FN at a distorted geometry, from the OMol25 dataset.

Its SMILES is Cc1ccc(/C(=C\F)CN)cc1. The value obtained for the relative energy (zero: lowest compared OMol25 entry of this formula, charge and spin) is 0.0 kcal per mole.

Each line ends with the Mulliken charge.
Geometry (Å):
C 1.71848 1.72714 -3.13475  -1.3985
C 1.13975 0.98388 -1.95403  0.8609
C 1.54509 -0.30577 -1.64837  -0.5897
C 0.98994 -1.02178 -0.59411  -0.6564
C 0.01579 -0.43396 0.22097  0.5620
C -0.55500 -1.15275 1.39014  0.3345
C -0.67471 -2.47637 1.47549  -0.3279
F -0.31735 -3.32433 0.50360  -0.2426
C -1.04931 -0.36407 2.59203  -0.9739
N -2.34552 0.26429 2.30927  -0.5017
C -0.40137 0.86907 -0.06841  -0.5186
C 0.16610 1.57180 -1.14036  -0.7051
H 1.19904 1.48673 -4.05401  0.2760
H 1.65634 2.82053 -2.97253  0.3453
H 2.74375 1.47221 -3.31102  0.3833
H 2.33031 -0.74456 -2.29138  0.3027
H 1.34607 -1.99124 -0.36146  0.4358
H -1.05463 -3.01208 2.35015  0.3495
H -1.07184 -1.04206 3.48021  0.4259
H -0.34631 0.43795 2.84134  0.3521
H -2.65926 0.77446 3.11460  0.2079
H -3.02535 -0.45944 2.09844  0.2167
H -1.18931 1.34165 0.51254  0.5175
H -0.16071 2.57872 -1.35836  0.3443

***

No. 5
The following is a quantum chemistry calculation of a structure of composition C10H12I2NdO6SY at a distorted geometry, from the OMol25 dataset.

The calculation puts the total energy at -66162.8451 eV. Its expectation value of S² is 3.754. Its multiplicity is 4. Its charge is +4.

Each line ends with the Löwdin spin population.
Geometry (Å):
I 4.38622 -1.45572 0.01021  -0.0033
I 4.21060 1.04805 0.88993  -0.0005
Y 0.08094 1.81673 0.08984  0.0004
Nd 0.38509 -1.90708 0.16535  3.0382
S 1.04024 0.08798 -1.64184  -0.0188
C -1.82630 -1.78357 -1.01085  -0.0044
C -1.79117 -1.69077 1.33885  -0.0027
C 0.64744 -0.03328 -3.58892  -0.0012
C 1.59120 0.99558 -4.22592  -0.0010
C -0.82796 0.30639 -3.84671  -0.0005
C 1.01187 -1.46421 -3.99303  0.0000
C -1.66880 2.50174 1.64597  0.0001
C -2.05571 1.32557 -0.59788  0.0005
O -2.76167 -1.33246 1.88741  0.0021
O -2.89873 -1.70715 -1.46405  0.0007
O -2.55262 2.58106 2.39055  0.0000
O -3.15889 1.10957 -0.89360  0.0003
H 1.47167 0.92066 -5.31653  -0.0003
H 2.65025 0.77836 -3.97250  -0.0001
H 1.35712 2.02175 -3.90783  0.0000
H -0.99678 0.16467 -4.93456  -0.0001
H -1.07199 1.35770 -3.60035  0.0000
H -1.52652 -0.35960 -3.30029  0.0000
H 0.89914 -1.55331 -5.08700  0.0001
H 0.35673 -2.20647 -3.50742  0.0000
H 2.06124 -1.68753 -3.73220  0.0000
C 0.99843 0.38554 3.71924  0.0000
C 0.81323 -0.43436 2.50752  0.0013
O 0.99428 -1.66301 2.43121  -0.0071
O 0.45004 0.21012 1.38781  -0.0035
H 1.29529 -0.26396 4.55306  -0.0001
H 0.06827 0.90370 3.98860  0.0000
H 1.79454 1.13721 3.59013  0.0001

***

No. 6
The following is a quantum chemistry calculation of a structure of composition C10H12INS at a distorted geometry, from the OMol25 dataset.

The value obtained for the relative energy (zero: lowest compared OMol25 entry of this formula, charge and spin) is 54.1 kcal per mole.

Each line ends with the Mulliken charge.
Geometry (Å):
C 0.72637 4.28698 -0.84918  -0.7937
C 1.26730 3.28473 -1.66974  -0.3765
C 0.21989 3.80631 0.38065  -0.4048
C 1.40273 1.99481 -1.23368  -0.6089
C 0.29609 2.49915 0.84515  -0.5712
C 0.91950 1.62283 -0.02151  1.4458
C -0.63535 -1.20512 1.80702  -0.8439
C 1.05713 0.22013 0.25271  -0.5089
C -0.72331 -1.72143 0.40402  0.5070
C -2.03163 -2.49068 0.15890  -1.5349
N -0.55005 -0.55978 -0.47002  -0.5216
S 1.10341 -0.56083 1.94932  -0.1155
I -0.51321 -0.92740 -2.46436  0.0743
H 0.85622 5.28546 -1.06258  0.4955
H 1.58452 3.57948 -2.71235  0.2834
H -0.27345 4.63928 0.96355  0.2476
H 1.66198 1.13924 -1.88106  0.2441
H -0.13733 2.10311 1.74831  0.3812
H -1.46204 -0.47034 2.00986  0.3290
H -0.68923 -2.03359 2.45095  0.5255
H 1.84193 -0.30206 -0.49385  0.3717
H -0.02371 -2.50108 0.28939  0.2790
H -2.89285 -1.71935 0.31169  0.3022
H -2.26143 -3.30555 0.91038  0.3354
H -2.10824 -2.77843 -0.80637  0.4582

***

No. 7
The following is a quantum chemistry calculation of an isolated molecule of C10H12IO2P at a distorted geometry, from the OMol25 dataset.

Its SMILES is O=C(I)C[PH3]CC(=O)c1ccccc1. The value obtained for the relative energy (zero: lowest compared OMol25 entry of this formula, charge and spin) is 257.1 kcal per mole.

Each line ends with the Mulliken charge.
Geometry (Å):
O 4.06148 -3.27540 -0.86029  -0.4835
C 3.17363 -2.46185 -0.22340  0.2375
I 2.63410 -3.01786 1.81963  0.0589
C 2.60259 -1.19780 -1.09254  -0.6303
P 2.07035 0.32624 -0.07419  0.5010
C 1.47358 1.91378 0.80193  -0.7221
C -0.12513 1.97426 1.14058  0.1999
O -0.52599 2.97688 1.97138  -0.5160
C -1.30530 1.00204 0.55909  0.4064
C -2.48105 1.71632 -0.39228  -0.4415
C -3.72984 0.76126 -0.95879  -0.3467
C -3.84756 -0.86147 -0.66707  -0.3300
C -2.68733 -1.56610 0.25985  -0.3707
C -1.49556 -0.60094 0.83980  -0.0606
H 1.74356 -1.52301 -1.85128  0.3582
H 3.50212 -0.84182 -1.79235  0.2830
H 1.56326 0.90150 -1.32235  0.0252
H 1.28615 -0.43565 0.86166  -0.2142
H 3.45217 0.63865 0.31462  0.0677
H 2.05711 2.04651 1.82316  0.3228
H 1.73748 2.83095 0.11619  0.3306
H -2.49592 2.86414 -0.65614  0.3033
H -4.60988 1.22812 -1.61456  0.2586
H -4.71606 -1.54388 -1.06291  0.2872
H -2.66119 -2.72793 0.53175  0.2828
H -0.67675 -1.12696 1.52850  0.1926

***

No. 8
The following is a quantum chemistry calculation of an isolated molecule of C10H12N2 at a distorted geometry, from the OMol25 dataset.

Its SMILES is CC1=NC=C[C@@H]1[C@H]1C=CN=C1C. The value obtained for the relative energy (zero: lowest compared OMol25 entry of this formula, charge and spin) is 73.5 kcal per mole.

Each line ends with the Mulliken charge.
Geometry (Å):
C 1.48669 -1.76366 0.55911  -1.2403
C 0.81668 -1.13565 -0.60619  0.2597
N 1.34240 -0.90130 -1.76279  -0.6513
C 0.33902 -0.50772 -2.59032  -0.4914
C -0.84731 -0.45151 -2.01135  -0.5178
C -0.65919 -0.85832 -0.54338  0.4772
C -1.09176 0.19642 0.39743  0.4800
C -1.24960 -0.12551 1.89763  -0.9734
C -0.46927 0.68037 2.58575  -0.6203
N 0.16177 1.61917 1.78563  -0.6214
C -0.14114 1.42264 0.59476  0.4459
C 0.50993 2.27842 -0.41719  -1.2620
H 0.81814 -1.57648 1.50470  0.2591
H 2.62824 -1.73546 0.54609  0.3358
H 1.31680 -2.75007 0.38157  0.4313
H 0.54135 -0.14343 -3.58463  0.4249
H -1.95568 -0.25315 -2.29355  0.2936
H -1.31592 -1.75421 -0.45528  0.5159
H -2.18369 0.38572 0.27702  0.3862
H -1.90633 -0.89383 2.15793  0.5006
H -0.14007 0.65868 3.53944  0.5783
H 0.62056 3.35266 -0.07903  0.3927
H -0.14629 2.29355 -1.30694  0.3377
H 1.52470 1.96267 -0.57642  0.2588